C34H30ClF6N6O2PS2Sc as an isolated structure in a non-equilibrium geometry, computed with ωB97M-V/def2-TZVPD.

Each line ends with the Löwdin charge.
CARTESIAN COORDINATES (ANGSTROEM)
Sc (0.7675, -0.1204, 1.0250)  1.026
Cl (5.8559, -1.0577, -4.4325)  0.668
S (-1.1655, -1.5817, 5.2745)  1.118
S (3.1796, 2.9116, 4.0619)  1.112
P (-2.4856, -0.1212, -0.3499)  0.931
F (1.0471, -2.6871, -1.8040)  0.168
F (0.8715, -3.6888, 2.8054)  0.134
F (2.1803, -4.9438, 1.5911)  0.151
F (2.6569, -2.8585, 1.9402)  0.190
F (2.9161, -3.0399, -0.8057)  0.185
F (1.7148, -4.6987, -1.2983)  0.160
O (2.6758, -0.1975, 0.4120)  -0.203
O (0.4317, -1.9746, 0.6090)  -0.267
N (-0.2440, 2.0907, 1.0984)  0.060
N (-0.0379, -0.5726, 3.2284)  0.029
N (-1.6686, -2.1643, 2.7193)  0.118
N (0.8014, 0.9509, -1.0563)  0.055
N (3.3331, 2.3585, 1.4369)  0.135
N (1.8873, 1.1202, 2.7682)  0.018
C (-0.3783, -4.1986, 0.2463)  0.020
C (1.6453, -3.4227, -0.8748)  -0.566
C (1.6650, -3.6855, 1.6966)  -0.520
C (-0.9509, -1.4456, 3.5823)  -0.703
C (-0.1898, 1.9419, -1.2642)  -0.232
C (2.1183, 1.9194, 4.9508)  -0.333
C (5.4727, -1.0170, -1.7350)  -0.071
C (2.7652, 2.0639, 2.6339)  -0.688
C (-1.4214, 3.7711, -0.2310)  -0.175
C (-3.5952, -1.5064, -0.0131)  -0.283
C (3.4205, -0.3709, -0.6646)  -0.342
C (-1.9315, -1.0307, -4.2941)  -0.077
C (-0.6374, 2.6038, -0.0985)  -0.208
C (-3.5070, 1.3236, 0.1353)  -0.253
C (-0.6266, 2.7330, 2.1821)  -0.082
C (-3.9550, 0.2870, -4.2212)  -0.067
C (0.0232, -0.3812, 5.5412)  -0.317
C (-1.6967, 3.3232, -2.5599)  -0.043
C (-0.8219, 2.2229, -2.4502)  -0.013
C (4.7416, -0.8266, -0.5797)  0.001
C (3.6486, -0.1515, -3.0964)  -0.032
C (0.8163, -3.3130, 0.4247)  -0.381
C (-1.3163, 3.9857, 2.1535)  -0.013
C (1.5056, 1.0642, 4.1032)  -0.359
C (-3.0140, -0.4565, -4.9609)  -0.064
C (1.6318, 0.7410, -2.0327)  -0.024
C (-3.7981, 0.4221, -2.8603)  -0.107
C (-1.7192, 4.4634, 0.9519)  0.000
C (0.4869, 0.0746, 4.3467)  -0.331
C (-2.7322, -0.1570, -2.1863)  -0.391
C (-1.9342, 4.1257, -1.4924)  -0.031
C (4.9320, -0.7090, -2.9983)  -0.649
C (2.8584, -0.0153, -1.9209)  -0.132
C (-1.7840, -0.8730, -2.9196)  -0.119
H (5.1322, -1.0473, 0.3899)  0.123
H (-3.1409, -2.4502, -0.1855)  0.016
H (-1.5472, 4.4644, 3.0970)  0.116
H (-1.0674, -4.1048, 1.0918)  0.084
H (-1.2158, -2.2354, 1.7873)  0.061
H (-3.9144, -1.4690, 1.0550)  0.050
H (-4.8517, 0.6844, -4.6623)  0.104
H (1.9015, 2.1261, 5.9947)  0.092
H (-3.2815, 2.1621, -0.5211)  0.024
H (-0.9185, -3.9714, -0.6758)  0.108
H (-0.5750, 1.6494, -3.3062)  0.103
H (1.4469, 1.1750, -3.0193)  0.138
H (-4.5163, -1.4245, -0.6078)  0.058
H (-2.2135, 5.4420, 0.9039)  0.138
H (-0.9929, -1.3788, -2.4064)  0.078
H (6.4778, -1.4134, -1.6721)  0.114
H (-0.4073, 2.2326, 3.1061)  0.098
H (3.2703, 0.1504, -4.0900)  0.125
H (-2.0901, -3.0074, 3.0716)  0.112
H (-3.3211, 1.6228, 1.1773)  0.047
H (-4.5309, 0.9395, -2.2331)  0.105
H (-3.1700, -0.6232, -6.0213)  0.106
H (0.2371, -0.0258, 6.5242)  0.080
H (4.1460, 2.9687, 1.4380)  0.113
H (-2.0922, 3.5794, -3.5498)  0.128
H (3.2601, 1.6495, 0.7312)  0.063
H (-0.0752, -5.2504, 0.2283)  0.112
H (-2.5692, 4.9905, -1.5716)  0.123
H (-4.5754, 1.0376, 0.0377)  0.058
H (-1.2447, -1.7042, -4.8301)  0.116

Atoms 1-6, force components in eV/Å:
0.700 0.891 -0.151
-0.127 0.179 0.223
-0.350 -0.322 0.443
0.555 0.524 0.063
0.436 0.219 -0.617
-0.201 0.117 -0.587

Values from the calculation:
**Total charge**: +1
**ΔE to the lowest compared entry with this formula, charge and spin**: 0.0 kcal/mol
**2S+1**: 1
**F_max**: 2.2 eV Å⁻¹
**HOMO energy**: -0.383 Eh

The molecule C24H30N2O6, computed with ωB97M-V/def2-TZVPD.

Each line ends with the Löwdin charge.
CARTESIAN COORDINATES (ANGSTROEM)
O (-0.1747, -2.8624, 1.2192)  -0.041
O (0.5266, 1.9163, 3.9657)  -0.073
O (-3.3695, 0.4283, -3.0909)  -0.048
O (1.1678, -3.9867, 3.4067)  -0.005
O (-2.2226, -0.9273, -4.4616)  0.112
O (1.9235, 2.4255, 1.5591)  -0.020
N (2.0699, -0.4730, 2.6104)  -0.150
N (-0.0123, 1.5110, -0.5741)  -0.034
C (-0.3310, -2.3051, 2.5118)  -0.136
C (0.1165, 1.4227, -1.9323)  -0.184
C (-0.0245, 1.6685, -4.6706)  -0.101
C (-2.5124, -0.5714, -3.3452)  -0.466
C (2.1658, -1.9205, 2.6392)  -0.136
C (-0.4066, -2.6969, -1.0994)  0.004
C (-1.8819, -1.3899, 0.2867)  -0.013
C (-0.7083, 2.4175, -2.5139)  -0.178
C (2.0424, 1.2544, 0.8034)  -0.333
C (0.9316, 0.6790, 4.5154)  -0.219
C (-0.8787, 2.5296, -0.2893)  -0.056
C (-0.9701, -2.1416, -2.2244)  -0.009
C (-0.8398, -2.3070, 0.1716)  -0.274
C (0.9524, -2.6042, 3.3022)  -0.342
C (-2.4321, -0.8235, -0.8472)  0.004
C (-3.9092, 1.0855, -4.2258)  -0.048
C (-1.3289, 3.1064, -1.4364)  -0.019
C (2.2447, 0.1422, 3.9178)  -0.152
C (-1.9736, -1.1800, -2.1098)  -0.133
C (2.8372, 0.1499, 1.5394)  -0.126
C (-0.7663, 2.5361, -3.9022)  -0.047
C (0.6658, 0.6990, 0.3901)  -0.089
C (0.8670, 0.5545, -2.7163)  -0.025
C (0.7802, 0.6880, -4.0847)  -0.091
H (3.7709, 0.5946, 1.9120)  0.128
H (0.1146, -0.0132, 4.3091)  0.107
H (-1.1942, -2.7601, 3.0139)  0.145
H (1.4968, -0.2027, -2.2720)  0.108
H (2.6626, -0.5851, 4.6258)  0.124
H (-2.0191, 3.9229, -1.5145)  0.099
H (2.9493, 0.9786, 3.8453)  0.126
H (-0.4604, -1.2219, 2.4548)  0.099
H (3.0691, -2.2691, 3.1685)  0.135
H (2.6061, 1.5403, -0.0925)  0.153
H (1.3444, 0.0235, -4.7218)  0.102
H (1.1098, -4.3597, 2.5178)  0.099
H (1.0429, 0.7705, 5.6026)  0.122
H (2.2131, -2.2871, 1.6116)  0.123
H (-0.6354, -2.4219, -3.2110)  0.125
H (-3.1142, 1.3165, -4.9370)  0.083
H (-4.6496, 0.4484, -4.7155)  0.098
H (3.1059, -0.6050, 0.7992)  0.122
H (1.3069, 2.2411, 2.2903)  0.048
H (-1.1124, 2.7676, 0.7314)  0.124
H (0.0477, 0.6347, 1.2898)  0.122
H (-2.2682, -1.1109, 1.2545)  0.114
H (-4.3750, 1.9962, -3.8580)  0.095
H (-3.2220, -0.0954, -0.7557)  0.124
H (0.7967, -0.3026, -0.0237)  0.120
H (-0.0602, 1.7376, -5.7481)  0.102
H (0.3839, -3.4279, -1.1727)  0.120
H (-1.3828, 3.2979, -4.3579)  0.112
H (0.8294, -2.2485, 4.3295)  0.145
H (1.0944, 2.6162, 4.3098)  0.106

Atoms 1-6, force components in eV/Å:
0.100 -0.059 -0.052
-0.106 0.442 -0.265
0.029 -0.087 0.362
0.096 -0.396 -0.056
-0.046 0.002 0.085
-0.241 0.309 0.377

Values from the calculation:
**SMILES**: COC(=O)c1ccc(OC[C@@H](O)CN(CCO)C[C@H](O)Cn2ccc3ccccc32)cc1
**ΔE to the lowest compared entry with this formula, charge and spin**: 52.4 kcal/mol
**2S+1**: 1
**F_max**: 0.7 eV Å⁻¹
**HOMO energy**: -0.280 Eh

The molecule C3H6FNO in a non-equilibrium geometry, computed with ωB97M-V/def2-TZVPD.

Each line ends with the Löwdin charge.
CARTESIAN COORDINATES (ANGSTROEM)
F (2.2368, -0.2475, -0.6323)  -0.056
O (-2.1642, -0.3848, -0.3233)  -0.032
N (-0.9731, -1.0385, -0.1704)  0.028
C (-0.1502, 1.2913, -0.0375)  -0.016
C (1.3386, -0.8289, 0.2566)  -0.145
C (-0.0402, -0.2280, 0.0624)  -0.312
H (1.3307, -1.8964, 0.1038)  0.114
H (-2.7991, -1.0531, -0.4557)  0.071
H (0.8722, 1.7016, -0.2020)  0.089
H (-0.8619, 1.6895, -0.7441)  0.070
H (1.7447, -0.6339, 1.2177)  0.108
H (-0.5343, 1.6286, 0.9248)  0.082

Atoms 1-6, force components in eV/Å:
0.008 -0.009 -0.312
0.324 1.707 0.029
-0.063 -0.878 0.452
0.937 -0.433 1.004
-0.578 0.238 -0.561
1.189 1.081 -1.073

Values from the calculation:
**SMILES**: C/C(CF)=N\O
**ΔE to the lowest compared entry with this formula, charge and spin**: 52.6 kcal/mol
**2S+1**: 1
**F_max**: 1.9 eV Å⁻¹
**HOMO energy**: -0.366 Eh

A 2-piece molecular cluster, CHN3O3S overall in a non-equilibrium geometry, computed with ωB97M-V/def2-TZVPD.

Each line ends with the Löwdin charge.
CARTESIAN COORDINATES (ANGSTROEM)
S (1.2235, 0.1433, -1.0692)  1.025
O (-1.2195, 1.2026, -0.4242)  -0.094
O (0.0591, -2.3791, -0.0134)  0.088
O (-1.9227, -1.5378, 0.1614)  0.143
N (0.0007, -0.2238, -0.0341)  -0.265
N (2.3981, 1.7795, 0.8771)  0.137
N (-0.7396, -1.4931, 0.0277)  -0.453
C (1.8853, 1.1292, 0.0958)  -0.598
H (-1.6849, 1.3792, 0.3789)  0.015

Atoms 1-6, force components in eV/Å:
-0.431 -0.849 -0.671
2.654 -2.864 -0.974
0.293 -1.110 0.118
0.550 0.802 0.110
-4.357 3.079 0.655
0.605 0.969 1.015

Values from the calculation:
**ΔE to the lowest compared entry with this formula, charge and spin**: 205.0 kcal/mol
**2S+1**: 1
**F_max**: 5.4 eV Å⁻¹
**HOMO energy (spin up / spin down)**: -0.391 / -0.395 Eh

An isolated ion of composition C4H10NO2 and charge -1 in a non-equilibrium geometry, computed with ωB97M-V/def2-TZVPD.

Each line ends with the Löwdin charge.
CARTESIAN COORDINATES (ANGSTROEM)
O (-2.8932, 0.4391, -1.3566)  -0.162
O (3.1821, -0.5698, 1.3525)  -0.367
N (-0.7964, 0.6567, -0.3483)  -0.115
C (0.5580, -0.7061, 1.2900)  -0.191
C (-1.4807, 0.8870, -1.6003)  -0.317
C (2.0291, -0.1276, 0.8230)  -0.556
C (-0.3573, -0.7230, 0.0430)  -0.238
H (-1.4429, 2.0107, -1.9085)  0.120
H (0.1143, 1.2289, -0.4107)  0.125
H (1.8272, 1.0255, 1.0032)  0.082
H (0.2263, -1.1666, -0.6981)  0.077
H (-0.9658, 0.3940, -2.5342)  0.124
H (0.3782, -0.1570, 2.1798)  0.062
H (-1.3480, -1.1882, 0.3295)  0.110
H (0.6656, -1.7357, 1.7400)  0.099
H (-2.6597, 0.2770, -0.3335)  0.114
H (1.9744, -0.2213, -0.2313)  0.035

Atoms 1-6, force components in eV/Å:
3.151 0.046 2.480
-1.253 0.062 -0.033
3.060 1.840 -0.415
2.260 -1.255 -0.529
-0.286 0.149 -1.581
-0.186 0.819 2.199

Values from the calculation:
**Total charge**: -1
**SMILES**: [O-]CCCNCO
**ΔE to the lowest compared entry with this formula, charge and spin**: 104.2 kcal/mol
**2S+1**: 1
**F_max**: 4.3 eV Å⁻¹
**HOMO energy**: -0.093 Eh